The following is a DFT calculation (ωB97M-V/def2-TZVPD) of a cluster of 2 separate species, C4H8O3 in total.

ORCA input file:
```
! RIJCOSX wB97M-V def2-TZVPD def2/J DEFGRID3
* xyz 0 1
C 0.800 0.116 -2.435
C 0.122 -0.292 -1.365
C 0.707 -0.124 -0.010
O 1.796 0.337 0.244
O -0.150 -0.549 0.947
C 0.340 -0.451 2.289
H 1.787 0.558 -2.327
H 0.389 0.015 -3.435
H -0.873 -0.722 -1.430
H 0.434 0.598 2.582
H -0.395 -0.959 2.912
H 1.317 -0.932 2.371
O -2.547 0.790 -0.289
H -1.956 0.339 0.332
H -2.003 1.497 -0.659
*
```

ΔE to the lowest compared entry with this formula, charge and spin, kcal/mol: 31.3
Kohn-Sham gap, eV: 11.11
SMILES string: C=CC(=O)OC.O